C4H4N2O2 | ωB97M-V with the def2-TZVPD basis set

**Multiplicity**: 1
**Total energy**: -414.5662 Eh
**Gap between HOMO and LUMO**: 8.955 eV
**Energy above the lowest of the compared OMol25 structures with the same formula, charge and spin**: 735.2 kJ/mol
**Total charge**: 0

Structure (XYZ):
```
12
Properties=species:S:1:pos:R:3:forces:R:3:mulliken_charge:R:1
C 0.216112 0.873290 0.327079 2.3 2.1 -3.2 0.505
C 0.008884 -1.057451 0.648281 -1.3 -3.3 2.0 0.520
C -0.481278 -1.439780 -1.007010 -4.8 -3.1 -8.7 -0.142
C 0.153695 -0.272976 -0.516227 2.3 3.2 4.8 -0.219
H 0.407805 2.798632 0.987788 1.3 -1.6 -3.6 0.292
H 0.943649 2.401604 -0.941930 -1.1 -0.2 3.9 0.269
H -1.552985 -1.039325 -1.393594 2.0 -1.5 0.5 0.142
H -0.068264 -2.267667 -1.844691 -0.6 2.9 1.7 0.198
N 0.724655 2.132779 0.124954 -0.8 2.4 -1.2 -0.532
N -0.018128 -0.597271 1.833624 -0.6 -3.5 2.2 -0.567
O 0.283636 0.662024 1.640124 -0.1 1.9 -0.6 -0.116
O -0.617780 -2.193861 0.141601 1.3 0.6 2.1 -0.348
```
Positions in Å, forces in eV/Å.